w.
DFT (wB97M-V/def2-TZVPD) results for 3 unconnected molecules or ions with the total composition C6H18NO3.

Last column: Mulliken charge in e.
Element x y z (Å)
C  0.065  -1.531  2.368  -0.769
C  -0.373  0.001  2.406  -0.782
N  0.372  0.945  1.569  -0.377
C  0.806  1.652  -1.890  -1.320
C  0.930  2.119  -0.458  -0.657
C  -0.273  1.416  0.374  0.167
C  -1.047  0.230  -0.370  -0.977
O  -0.401  -0.903  -0.429  -0.581
H  0.994  -1.602  2.936  0.309
H  0.330  -1.858  1.262  0.136
H  -0.690  -2.252  2.597  0.350
H  -1.353  0.159  2.190  0.385
H  -0.188  0.373  3.431  0.398
H  1.280  0.551  1.283  0.258
H  0.951  0.617  -1.906  0.348
H  0.031  2.140  -2.300  0.350
H  1.799  2.040  -2.302  0.370
H  1.926  1.789  -0.043  0.404
H  0.841  3.142  -0.226  0.382
H  -1.060  2.297  0.684  0.126
H  -2.033  0.123  0.275  0.262
H  -1.370  0.715  -1.321  0.416
H  -2.028  -1.470  -2.553  0.277
H  -1.058  -1.863  -1.486  0.467
O  -1.265  -2.141  -2.379  -0.799
H  0.571  -2.807  -1.647  0.301
H  0.928  -1.472  -0.908  0.343
O  1.314  -2.410  -1.158  -0.789

## Properties
- Molecular weight: 152.214 u
- Kohn-Sham gap: 0.2925 Eh
- Net charge: -1
- Lowest unoccupied orbital energy: 3.87 eV

=====

x.
DFT (wB97M-V/def2-TZVPD) results for 3 unconnected molecules or ions with the total composition C6H18NO3.

Last column: Mulliken charge in e.
Element x y z (Å)
C  -0.044  -0.683  -0.726  -0.851
N  -0.715  0.244  0.196  -0.303
C  -0.106  0.137  1.588  -0.876
C  0.475  1.451  2.061  -0.619
C  1.412  2.107  0.971  -0.457
O  0.775  2.652  -0.088  -0.952
C  -0.422  -2.137  -0.450  -0.075
C  0.456  -3.117  -1.275  -1.240
H  -0.274  -0.455  -1.772  0.390
H  1.046  -0.525  -0.703  0.352
H  -0.397  1.176  -0.112  0.414
H  -0.986  -0.172  2.162  0.198
H  0.641  -0.659  1.574  0.359
H  -0.330  2.154  2.309  0.308
H  1.044  1.335  2.991  0.396
H  2.059  2.825  1.515  0.346
H  2.057  1.227  0.700  0.138
H  -0.298  -2.411  0.594  0.330
H  -1.446  -2.265  -0.804  0.212
H  -0.056  -3.437  -2.188  0.298
H  0.479  -4.075  -0.740  0.323
H  1.456  -2.752  -1.489  0.358
H  0.974  2.223  -1.520  0.498
H  1.763  2.773  -2.703  0.255
O  1.109  2.091  -2.538  -0.752
H  -4.079  0.682  0.311  0.294
H  -2.809  -0.211  0.082  0.400
O  -3.784  -0.179  0.054  -0.745

## Properties
- Molecular weight: 152.214 u
- Kohn-Sham gap: 0.2762 Eh
- Net charge: -1
- Lowest unoccupied orbital energy: 3.64 eV

=====

Name the least stable of them. w.

=====

w.
DFT (wB97M-V/def2-TZVPD) results for a molecular structure, C7H16N.

Last column: Mulliken charge in e.
Element x y z (Å)
C  2.467  -0.336  -1.099  -1.176
C  1.188  0.208  -0.378  0.238
C  -0.040  -0.741  -0.336  -1.036
C  -1.204  -0.170  0.491  0.701
C  -1.644  -0.967  1.479  -1.100
C  -1.633  1.251  0.092  -0.508
C  -2.172  1.170  -1.382  -1.105
N  1.982  -0.731  1.803  -0.456
H  3.463  -0.019  -0.644  0.326
H  2.411  -1.389  -0.913  0.385
H  2.443  -0.177  -2.184  0.369
H  0.821  1.159  -0.820  0.307
H  -0.508  -1.180  -1.223  0.514
H  0.321  -1.642  0.200  0.502
H  -2.445  -0.596  2.127  0.312
H  -1.349  -2.013  1.617  0.291
H  -2.351  1.651  0.841  0.416
H  -0.713  1.884  0.113  0.275
H  -1.343  1.127  -2.100  0.298
H  -2.789  0.293  -1.491  0.336
H  -2.799  2.076  -1.579  0.363
H  1.614  -0.038  0.741  0.098
H  1.364  -0.180  2.523  0.368
H  2.916  -0.640  2.123  0.284

## Properties
- Molecular weight: 114.212 u
- Kohn-Sham gap: 0.1894 Eh
- Net charge: +1
- Lowest unoccupied orbital energy: -8.20 eV

=====

x.
DFT (wB97M-V/def2-TZVPD) results for a gas-phase ion, C7H16N (charge +1).

Last column: Mulliken charge in e.
Element x y z (Å)
C  -1.396  1.705  1.997  -1.472
C  -1.273  0.385  1.284  0.558
C  0.107  -0.003  0.873  -1.216
C  0.523  0.712  -0.459  -0.674
C  1.960  -1.428  -3.379  -1.237
C  1.760  -0.542  -2.193  -0.095
C  0.608  -0.264  -1.604  -0.308
N  -1.706  -0.699  2.301  -0.329
H  -2.249  2.332  1.710  0.348
H  -0.591  2.419  1.829  0.358
H  -1.332  1.686  3.092  0.447
H  -2.019  0.339  0.492  0.333
H  0.840  0.381  1.596  0.366
H  0.305  -1.061  0.740  0.584
H  1.543  1.062  -0.347  0.284
H  -0.057  1.631  -0.565  0.434
H  1.938  -0.874  -4.319  0.295
H  2.892  -1.982  -3.304  0.344
H  1.180  -2.178  -3.514  0.320
H  2.619  0.056  -1.918  0.303
H  -0.342  -0.739  -1.858  0.293
H  -1.993  -1.542  1.799  0.362
H  -0.862  -0.964  2.810  0.359
H  -2.455  -0.431  2.939  0.343

## Properties
- Molecular weight: 114.212 u
- Kohn-Sham gap: 0.3263 Eh
- Net charge: +1
- Lowest unoccupied orbital energy: -3.48 eV

=====

Name the least stable of them. w.

=====

w.
DFT (wB97M-V/def2-TZVPD) results for a single C21H30N2O2 molecule.

Last column: Mulliken charge in e.
Element x y z (Å)
C  1.281  4.541  -0.453  -1.628
C  1.880  3.212  -0.105  0.729
C  2.388  2.376  -1.092  -0.575
C  2.966  1.164  -0.766  -0.417
C  3.053  0.758  0.560  0.751
C  2.538  1.585  1.548  -0.563
C  1.962  2.799  1.219  -0.436
H  1.569  3.434  1.999  0.398
H  2.592  1.281  2.584  0.357
C  3.635  -0.590  0.896  -1.717
N  2.662  -1.636  0.639  -0.017
C  2.750  -2.462  -0.422  0.345
O  3.694  -2.472  -1.185  -0.701
C  1.546  -3.384  -0.624  0.152
C  0.958  -3.933  0.675  -0.989
C  -0.104  -2.911  1.059  0.476
O  -0.613  -2.766  2.150  -0.706
N  -0.376  -2.169  -0.037  0.285
C  0.378  -2.565  -1.204  -0.893
H  0.722  -1.695  -1.768  0.404
H  -0.234  -3.185  -1.872  0.449
C  -1.341  -1.081  -0.017  -0.084
C  -2.410  -1.277  -1.103  -1.145
H  -2.191  -0.656  -1.973  0.338
C  -3.842  -1.034  -0.620  -1.043
H  -4.516  -1.381  -1.409  0.422
H  -4.022  -1.660  0.257  0.356
C  -4.234  0.406  -0.280  -0.790
H  -5.313  0.402  -0.107  0.338
C  -3.543  0.985  0.962  -0.669
C  -2.384  1.941  0.664  -1.002
H  -1.838  2.122  1.592  0.383
H  -2.805  2.898  0.341  0.406
C  -1.398  1.497  -0.413  -0.445
H  -1.922  1.360  -1.358  0.342
H  -0.686  2.313  -0.562  -0.048
C  -0.577  0.252  -0.090  -0.146
H  0.192  0.168  -0.862  0.099
H  -0.061  0.405  0.861  0.265
H  -3.203  0.171  1.600  0.394
H  -4.277  1.548  1.544  0.457
H  -4.058  1.053  -1.141  0.415
H  -2.367  -2.317  -1.432  0.410
H  -1.812  -1.177  0.966  0.668
H  1.689  -4.067  1.470  0.368
H  0.462  -4.893  0.508  0.364
H  1.861  -4.168  -1.314  0.485
H  1.819  -1.612  1.191  0.210
H  4.498  -0.808  0.262  0.566
H  3.933  -0.631  1.948  0.402
H  3.357  0.521  -1.541  0.474
H  2.331  2.680  -2.128  0.369
H  0.459  4.784  0.217  0.358
H  0.917  4.549  -1.478  0.351
H  2.034  5.323  -0.356  0.429

## Properties
- Molecular weight: 342.483 u
- Kohn-Sham gap: 0.3595 Eh
- Net charge: 0
- Lowest unoccupied orbital energy: 0.76 eV

=====

x.
DFT (wB97M-V/def2-TZVPD) results for a single C21H30N2O2 molecule.

Last column: Mulliken charge in e.
Element x y z (Å)
C  3.574  -1.885  -3.856  -1.443
C  2.329  -2.148  -3.018  -0.161
C  1.555  -0.855  -2.769  -1.508
C  0.223  -1.036  -2.037  3.229
C  -0.804  -1.773  -2.863  -0.895
O  -0.622  -2.169  -3.992  -0.656
C  -2.119  -1.917  -2.129  2.905
C  -3.145  -2.685  -2.949  -2.135
H  -3.311  -2.185  -3.901  0.395
H  -4.090  -2.752  -2.415  0.462
H  -2.783  -3.689  -3.155  0.396
C  -2.605  -0.479  -1.805  -1.406
N  -1.640  0.221  -0.988  0.281
C  -0.392  0.353  -1.703  -2.175
H  -0.571  0.915  -2.624  0.393
H  0.311  0.915  -1.084  0.474
C  -1.443  -0.506  0.266  0.418
N  -0.897  -1.837  0.017  0.278
C  -1.836  -2.606  -0.771  -1.459
H  -1.424  -3.606  -0.935  0.351
H  -2.769  -2.707  -0.208  0.368
C  0.371  -1.760  -0.676  -1.934
H  1.083  -1.212  -0.054  0.332
H  0.740  -2.777  -0.820  0.553
C  -0.616  0.276  1.257  -0.365
C  0.118  -0.376  2.241  -0.818
C  0.838  0.343  3.168  -0.897
C  0.844  1.743  3.153  1.019
C  0.093  2.392  2.181  -0.014
C  -0.629  1.661  1.252  -1.600
H  -1.215  2.179  0.507  0.380
H  0.049  3.467  2.124  0.407
O  1.611  2.301  4.127  -0.463
C  1.724  3.698  4.366  0.341
C  2.422  4.455  3.234  -1.263
H  1.773  4.607  2.377  0.258
H  3.298  3.899  2.909  0.330
H  2.742  5.427  3.599  0.447
C  0.406  4.346  4.792  -1.274
H  -0.286  4.452  3.962  0.268
H  -0.068  3.740  5.560  0.338
H  0.609  5.333  5.201  0.450
H  2.397  3.709  5.235  0.303
H  1.413  -0.156  3.932  0.435
H  0.116  -1.455  2.273  0.433
H  -2.439  -0.648  0.711  0.879
H  -2.759  0.081  -2.732  0.366
H  -3.557  -0.525  -1.268  0.381
H  2.180  -0.166  -2.193  0.461
H  1.345  -0.389  -3.735  0.476
H  2.629  -2.593  -2.067  0.299
H  1.685  -2.855  -3.542  0.285
H  4.231  -1.176  -3.354  0.333
H  4.126  -2.807  -4.019  0.397
H  3.300  -1.473  -4.824  0.343

## Properties
- Molecular weight: 342.483 u
- Kohn-Sham gap: 0.3317 Eh
- Net charge: 0
- Lowest unoccupied orbital energy: 0.75 eV

=====

Name the least stable of them. x.